(1)
{
  "formula": "C16H42ClFN3NaO10PS",
  "method": "ωB97M-V with the def2-TZVPD basis set",
  "species": ["C", "C", "C", "N", "S", "C", "C", "C", "C", "O", "H", "H", "H", "H", "H", "H", "H", "H", "H", "H", "H", "H", "H", "H", "H", "H", "H", "H", "C", "O", "P", "O", "O", "C", "O", "C", "H", "H", "H", "H", "H", "H", "H", "H", "H", "Cl", "Na", "N", "O", "O", "O", "F", "C", "O", "C", "C", "N", "C", "C", "O", "C", "H", "H", "H", "H", "H", "H", "H", "H", "H", "H", "H", "H", "H", "H", "H"],
  "xyz": [[1.681, -3.555, 0.438], [2.145, -2.256, 1.118], [1.015, -1.262, 1.420], [0.161, -0.951, 0.247], [1.155, 0.060, -0.810], [-1.034, -0.101, 0.637], [-2.184, -0.868, 1.228], [-2.785, -2.045, 0.306], [-3.931, -2.876, 1.117], [-4.666, -2.022, 2.069], [2.544, -4.183, 0.210], [0.975, -4.098, 1.076], [1.194, -3.329, -0.519], [2.901, -1.775, 0.487], [2.660, -2.457, 2.064], [1.484, -0.328, 1.743], [0.390, -1.610, 2.246], [-0.161, -1.784, -0.255], [0.366, 0.565, -1.793], [-1.325, 0.530, -0.189], [-0.692, 0.603, 1.416], [-1.935, -1.237, 2.271], [-2.983, -0.134, 1.375], [-3.245, -1.685, -0.652], [-2.037, -2.809, 0.026], [-3.499, -3.808, 1.637], [-4.672, -3.272, 0.427], [-4.159, -1.931, 2.892], [-2.474, -5.203, -6.735], [-2.530, -3.780, -6.595], [-2.354, -3.195, -5.027], [-3.643, -3.670, -4.433], [-2.431, -1.662, -5.545], [-3.533, -1.239, -6.333], [-1.582, -2.728, -3.633], [-0.399, -1.915, -3.789], [-2.228, -5.435, -7.771], [-1.709, -5.636, -6.090], [-3.446, -5.636, -6.492], [-4.444, -1.777, -6.069], [-3.313, -1.382, -7.393], [-3.684, -0.177, -6.152], [-0.674, -0.869, -3.771], [0.120, -2.146, -4.723], [0.274, -2.116, -2.954], [-2.268, -0.613, -2.071], [-2.549, -2.488, 2.866], [-2.498, -1.140, 7.183], [-2.330, 0.022, 7.564], [-2.656, -2.062, 8.003], [-2.507, -1.400, 5.947], [-2.032, 1.861, 1.793], [3.230, 6.841, 0.474], [2.186, 6.173, 1.148], [1.584, 5.123, 0.390], [1.930, 3.763, 0.961], [3.344, 3.438, 0.754], [3.812, 2.284, 1.518], [3.746, 2.370, 3.044], [4.636, 3.312, 3.616], [4.168, 4.650, 3.628], [3.483, 7.731, 1.049], [4.127, 6.215, 0.401], [2.921, 7.152, -0.529], [1.843, 5.189, -0.671], [0.504, 5.258, 0.475], [1.310, 3.004, 0.478], [1.681, 3.781, 2.027], [3.910, 4.236, 1.003], [4.858, 2.128, 1.239], [3.262, 1.395, 1.189], [4.064, 1.397, 3.432], [2.726, 2.522, 3.415], [3.085, 4.710, 3.754], [4.477, 5.176, 2.721], [4.641, 5.158, 4.470]],
  "forces_ev_per_a": [[0.1, 0.5, 0.2], [0.0, -0.1, -0.3], [0.9, -0.4, 0.2], [-0.8, 0.8, -0.7], [1.5, 0.2, -0.5], [0.0, 1.0, 1.7], [-0.8, -1.3, -1.0], [-1.4, -0.8, 1.9], [0.7, 0.5, 0.0], [0.8, -1.1, -0.3], [-0.2, -0.1, 0.1], [0.1, -0.1, -0.1], [0.1, -0.1, 0.1], [-0.2, 0.0, 0.0], [-0.2, -0.1, -0.1], [-0.4, 0.0, 0.0], [-0.2, 0.0, -0.3], [0.0, 0.1, -0.1], [-0.8, -0.7, 0.6], [-0.2, -0.4, -0.1], [-0.1, 0.0, -0.2], [1.2, 3.0, -2.4], [0.4, 0.2, 0.1], [0.6, -0.1, 1.4], [-0.1, 0.2, -0.1], [-0.7, 0.9, -0.5], [0.1, 0.2, 0.0], [-2.1, 0.7, -0.4], [-0.3, -0.1, -0.2], [2.8, -0.6, 1.2], [-6.1, 3.5, 1.3], [1.1, -0.9, -0.1], [0.6, -0.3, 0.0], [-0.1, 0.1, -0.4], [1.9, -2.0, -2.5], [0.6, -0.1, -0.3], [0.0, 0.1, 0.0], [0.0, -0.1, 0.0], [0.0, 0.0, 0.1], [0.1, -0.1, 0.1], [-0.1, -0.1, 0.0], [0.1, 0.0, 0.1], [-0.1, 0.0, -0.1], [0.0, -0.1, 0.0], [-0.1, -0.1, 0.0], [0.2, 1.1, -0.7], [0.7, -2.8, 2.9], [0.0, 0.0, 0.4], [0.0, 0.0, -0.1], [0.0, -0.1, -0.1], [0.0, -0.3, -0.8], [0.1, -0.1, 0.1], [-0.1, 0.0, 0.2], [0.2, 0.1, -0.3], [-0.4, -0.2, 0.2], [0.3, 0.2, 0.0], [-0.2, -0.2, -0.1], [0.2, 0.4, 0.0], [0.1, -0.4, 0.0], [-0.1, 0.0, -0.1], [0.3, 0.0, 0.1], [0.0, 0.0, 0.0], [0.0, 0.1, -0.2], [0.1, 0.0, 0.0], [0.2, 0.0, 0.0], [0.0, 0.0, 0.0], [0.0, 0.0, 0.1], [-0.3, 0.0, 0.0], [0.0, 0.0, 0.0], [0.0, -0.1, 0.1], [-0.1, 0.0, 0.0], [0.0, 0.0, 0.0], [0.0, 0.2, -0.1], [0.0, 0.0, -0.1], [-0.2, 0.1, 0.0], [0.0, -0.1, 0.0]],
  "lowdin_charge": [-0.086, -0.242, -0.212, -0.387, 0.897, -0.314, -0.182, -0.207, -0.199, -0.060, 0.078, 0.078, 0.063, 0.091, 0.118, 0.112, 0.132, 0.097, -0.092, 0.025, 0.098, 0.070, 0.127, -0.024, 0.093, 0.118, 0.122, 0.058, -0.134, -0.261, 0.562, -0.273, -0.273, -0.110, -0.335, -0.237, 0.080, 0.076, 0.084, 0.087, 0.079, 0.090, -0.007, 0.078, 0.048, 0.140, 0.565, -0.655, -0.049, -0.081, -0.144, -0.677, -0.126, -0.191, -0.202, -0.198, -0.049, -0.202, -0.226, -0.180, -0.097, 0.086, 0.073, 0.085, 0.120, 0.129, 0.106, 0.110, 0.061, 0.117, 0.083, 0.118, 0.117, 0.093, 0.068, 0.087],
  "total_charge": -1,
  "total_energy_ha": -3013.09228,
  "homo_energy_ev": -5.2
}

---

(2)
{
  "formula": "C16H42F3KO18P4",
  "method": "ωB97M-V with the def2-TZVPD basis set",
  "species": ["K", "C", "O", "O", "C", "F", "F", "F", "C", "C", "H", "H", "H", "H", "H", "H", "C", "O", "P", "O", "O", "C", "O", "C", "H", "H", "H", "H", "H", "H", "H", "H", "H", "C", "O", "P", "O", "O", "C", "O", "C", "H", "H", "H", "H", "H", "H", "H", "H", "H", "C", "O", "P", "O", "O", "C", "O", "C", "H", "H", "H", "H", "H", "H", "H", "H", "H", "C", "O", "P", "O", "O", "C", "O", "C", "H", "H", "H", "H", "H", "H", "H", "H", "H"],
  "xyz": [[-0.143, -1.412, -0.539], [0.849, 2.067, 1.119], [-0.011, 3.239, 0.957], [0.790, 1.218, 0.146], [2.271, 2.537, 1.459], [2.981, 1.523, 2.002], [2.999, 2.958, 0.408], [2.292, 3.539, 2.363], [0.369, 4.171, -0.003], [-0.726, 5.228, -0.087], [-0.845, 5.735, 0.871], [-0.514, 5.951, -0.874], [-1.671, 4.727, -0.315], [0.469, 3.705, -0.993], [1.319, 4.660, 0.234], [0.496, 1.682, 2.111], [-3.471, 2.028, 1.851], [-4.267, 1.204, 0.974], [-4.065, -0.354, 0.977], [-2.763, -0.869, 0.594], [-4.446, -0.836, 2.436], [-5.767, -0.609, 2.989], [-5.284, -0.743, 0.057], [-5.415, -2.127, -0.297], [-4.025, 2.241, 2.764], [-3.236, 2.954, 1.331], [-2.512, 1.567, 2.098], [-6.224, -1.579, 3.154], [-6.361, 0.031, 2.340], [-5.627, -0.099, 3.941], [-5.122, -2.791, 0.524], [-4.812, -2.335, -1.176], [-6.467, -2.333, -0.481], [3.537, -3.829, -3.969], [4.135, -2.625, -3.510], [3.532, -1.925, -2.229], [2.081, -1.963, -2.118], [4.208, -0.523, -2.389], [3.899, 0.493, -1.397], [4.213, -2.634, -0.989], [5.646, -2.757, -0.926], [3.253, -3.724, -5.009], [2.635, -4.083, -3.401], [4.229, -4.653, -3.787], [3.446, 1.332, -1.903], [4.818, 0.762, -0.881], [3.217, 0.134, -0.623], [5.893, -3.796, -0.717], [6.014, -2.118, -0.125], [6.134, -2.477, -1.860], [-1.019, -0.502, 3.457], [-0.267, -1.560, 4.090], [0.838, -2.295, 3.254], [0.449, -2.853, 1.964], [1.291, -3.357, 4.329], [2.050, -4.461, 3.890], [2.045, -1.283, 3.137], [2.551, -0.678, 4.331], [-2.075, -0.666, 3.662], [-0.904, -0.514, 2.374], [-0.695, 0.453, 3.865], [1.444, -5.166, 3.315], [2.461, -4.986, 4.748], [2.890, -4.167, 3.250], [2.076, 0.298, 4.478], [3.602, -0.464, 4.153], [2.393, -1.279, 5.221], [0.939, 0.867, -3.259], [-0.151, 0.729, -4.166], [-1.592, 0.432, -3.603], [-1.695, -0.701, -2.688], [-2.125, 1.809, -3.072], [-1.980, 2.164, -1.679], [-2.391, 0.228, -4.915], [-2.511, 1.283, -5.848], [0.744, 1.562, -2.439], [1.800, 1.265, -3.800], [1.254, -0.078, -2.820], [-2.764, 1.694, -1.096], [-1.997, 3.248, -1.628], [-1.026, 1.829, -1.252], [-1.546, 1.514, -6.317], [-2.879, 2.200, -5.391], [-3.162, 0.950, -6.652]],
  "forces_ev_per_a": [[0.0, 0.3, 0.2], [-0.7, -0.1, 0.5], [0.0, -0.2, 0.7], [0.2, -0.8, -0.8], [0.4, 0.2, 0.1], [0.0, -0.2, 0.1], [0.0, 0.0, -0.3], [0.0, 0.0, 0.1], [-0.3, 0.6, -0.7], [0.0, -0.4, 0.1], [0.0, 0.1, 0.0], [0.0, 0.1, 0.0], [0.0, 0.2, 0.0], [0.2, -0.1, 0.0], [0.1, -0.1, 0.1], [0.0, 0.1, -0.1], [0.4, 0.0, -0.1], [0.0, 0.4, 0.1], [-0.6, 0.2, 0.1], [0.8, -0.3, -0.1], [-0.3, -0.2, 0.4], [0.7, 0.3, 0.0], [-0.2, -0.1, 0.0], [-0.1, -0.4, 0.1], [-0.1, 0.0, 0.0], [-0.2, 0.0, -0.1], [-0.1, -0.1, -0.1], [-0.2, 0.0, -0.1], [-0.1, -0.1, -0.1], [0.0, -0.1, 0.0], [0.2, 0.2, 0.0], [0.0, 0.0, 0.0], [0.0, 0.2, -0.2], [-0.4, -0.8, 0.5], [0.1, 0.3, -0.1], [0.7, -0.1, -0.2], [-0.7, -0.2, 0.3], [0.0, 0.3, 0.1], [0.1, -0.3, 0.5], [0.2, -0.1, 0.1], [0.0, 0.0, 0.0], [0.2, 0.0, -0.2], [0.0, 0.3, -0.1], [0.1, 0.1, -0.4], [0.0, 0.2, 0.0], [0.1, 0.2, -0.3], [-0.2, 0.0, -0.2], [-0.1, 0.0, 0.1], [0.0, 0.0, 0.0], [-0.1, 0.1, 0.0], [-0.2, 0.0, -0.1], [-0.3, 0.1, 0.1], [0.1, 0.1, 0.3], [-0.1, 0.1, -0.7], [-0.3, 0.1, 0.5], [0.6, -0.9, -0.6], [0.0, -0.2, -0.1], [0.1, 1.0, -0.1], [0.1, -0.1, 0.1], [0.1, 0.0, 0.0], [0.0, 0.0, 0.0], [-0.1, 0.2, 0.1], [-0.1, 0.2, 0.2], [-0.1, 0.2, 0.1], [-0.1, -0.2, -0.1], [0.1, -0.3, 0.1], [0.1, -0.2, -0.1], [0.9, 0.4, 0.5], [0.3, 0.0, -0.1], [0.3, -0.1, 0.3], [0.1, -0.3, 0.5], [-0.1, 0.3, 0.3], [0.6, -0.2, 0.3], [-0.6, -0.2, -0.5], [0.4, 0.5, -1.0], [-0.2, 0.0, 0.0], [-0.2, 0.0, -0.3], [-0.3, -0.1, -0.2], [-0.3, 0.1, 0.0], [-0.3, -0.1, 0.0], [-0.1, 0.0, -0.1], [0.0, -0.1, 0.3], [-0.2, -0.1, 0.1], [-0.2, 0.0, 0.2]],
  "lowdin_charge": [0.777, -0.516, -0.101, -0.190, -0.560, 0.116, 0.125, 0.128, -0.309, -0.069, 0.076, 0.076, 0.047, 0.110, 0.112, 0.134, -0.048, -0.209, 0.310, -0.237, -0.225, -0.061, -0.204, -0.076, 0.092, 0.088, 0.081, 0.089, 0.089, 0.090, 0.092, 0.094, 0.090, -0.088, -0.201, 0.325, -0.278, -0.196, -0.055, -0.197, -0.076, 0.092, 0.086, 0.092, 0.082, 0.096, 0.081, 0.089, 0.091, 0.087, -0.070, -0.189, 0.324, -0.246, -0.205, -0.106, -0.198, -0.086, 0.082, 0.060, 0.090, 0.091, 0.089, 0.093, 0.090, 0.091, 0.087, -0.086, -0.185, 0.313, -0.269, -0.194, -0.044, -0.177, -0.099, 0.071, 0.097, 0.049, 0.079, 0.076, 0.061, 0.092, 0.087, 0.089],
  "total_energy_ha": -4254.57591,
  "homo_energy_ev": -7.6
}

---

(3)
{
  "formula": "C16H42N4O4P",
  "method": "ωB97M-V with the def2-TZVPD basis set",
  "species": ["C", "C", "P", "C", "O", "C", "N", "H", "H", "H", "H", "H", "H", "H", "H", "H", "C", "C", "C", "O", "C", "N", "H", "H", "H", "H", "H", "H", "H", "H", "H", "H", "H", "C", "C", "C", "O", "C", "N", "H", "H", "H", "H", "H", "H", "H", "H", "H", "H", "H", "C", "C", "C", "O", "C", "N", "H", "H", "H", "H", "H", "H", "H", "H", "H", "H", "H"],
  "xyz": [[-1.773, -6.774, -2.547], [-0.952, -6.150, -1.950], [0.181, -5.047, -1.173], [-0.502, -3.371, -1.367], [1.559, -5.041, -1.948], [0.368, -5.454, 0.624], [1.804, -5.477, 0.956], [-2.674, -7.050, -3.046], [-1.567, -3.495, -1.567], [0.005, -2.934, -2.229], [-0.360, -2.756, -0.480], [1.966, -5.920, -1.994], [-0.118, -6.413, 0.811], [-0.151, -4.687, 1.208], [2.043, -4.580, 1.357], [1.901, -6.192, 1.666], [-2.744, -1.327, -4.702], [-3.588, -1.036, -3.464], [-4.460, 0.223, -3.587], [-3.756, 1.441, -3.447], [-3.066, 1.876, -4.607], [-2.705, -0.966, -2.293], [-1.868, -0.683, -4.768], [-2.380, -2.357, -4.678], [-3.328, -1.204, -5.615], [-4.265, -1.885, -3.332], [-5.183, 0.211, -2.767], [-5.042, 0.218, -4.517], [-3.607, 1.621, -5.522], [-2.057, 1.458, -4.636], [-2.970, 2.960, -4.550], [-3.280, -0.881, -1.458], [-2.212, -0.074, -2.338], [-2.284, 2.851, 0.129], [-1.704, 1.451, 0.301], [-1.375, 1.088, 1.757], [-0.196, 1.679, 2.263], [-0.323, 3.025, 2.696], [-0.531, 1.311, -0.572], [-1.521, 3.626, 0.186], [-2.760, 2.943, -0.848], [-3.041, 3.060, 0.889], [-2.468, 0.746, -0.041], [-1.196, 0.008, 1.801], [-2.223, 1.291, 2.422], [-1.298, 3.224, 3.147], [-0.142, 3.710, 1.865], [0.447, 3.205, 3.445], [-0.214, 0.345, -0.540], [0.231, 1.830, -0.143], [5.534, 2.277, 2.358], [4.017, 2.362, 2.496], [3.538, 3.520, 3.386], [3.695, 3.302, 4.775], [5.000, 3.539, 5.275], [3.507, 1.069, 2.967], [6.007, 1.842, 3.237], [5.800, 1.646, 1.509], [5.971, 3.263, 2.188], [3.613, 2.539, 1.494], [2.464, 3.634, 3.229], [3.999, 4.472, 3.092], [5.491, 4.367, 4.757], [5.611, 2.637, 5.204], [4.910, 3.794, 6.331], [2.489, 1.092, 2.950], [3.732, 0.997, 3.957]],
  "forces_ev_per_a": [[-1.1, 0.3, -0.3], [1.5, 0.8, 0.8], [-0.8, 0.8, 0.1], [0.3, -0.9, -0.2], [-0.5, -0.4, 0.3], [0.6, 0.1, -0.2], [-1.0, -0.4, -0.1], [0.1, -0.6, -0.2], [0.1, 0.3, -0.1], [-0.2, 0.1, 0.0], [0.1, -0.1, 0.0], [0.3, 0.1, 0.0], [0.1, 0.0, -0.1], [-0.3, -0.1, -0.3], [0.3, -0.1, 0.1], [0.5, 0.1, 0.1], [0.0, -0.1, -0.1], [0.2, 0.1, -0.2], [-0.2, 0.0, 0.2], [-0.1, -0.1, -0.1], [0.1, 0.1, 0.2], [0.0, 0.0, 0.2], [0.0, 0.1, 0.0], [0.0, 0.0, 0.0], [0.0, 0.0, 0.0], [-0.1, 0.1, 0.1], [0.0, 0.0, 0.0], [0.1, 0.0, -0.1], [0.0, -0.1, 0.0], [0.0, 0.0, -0.2], [-0.1, 0.0, 0.1], [0.0, 0.0, 0.0], [0.1, -0.1, 0.0], [-0.2, 0.1, -0.1], [0.2, 0.4, 0.1], [-0.1, -0.3, 0.0], [0.0, 0.0, 0.1], [0.2, 0.0, -0.1], [-0.1, -0.3, 0.1], [0.1, -0.1, 0.1], [0.0, 0.0, 0.0], [0.0, 0.0, 0.0], [0.0, -0.1, 0.1], [0.1, 0.0, 0.0], [0.0, 0.1, 0.0], [0.0, 0.0, -0.1], [-0.2, 0.1, 0.1], [-0.1, -0.1, 0.1], [0.0, 0.0, -0.1], [0.0, 0.1, -0.1], [0.1, 0.0, -0.2], [0.3, -0.1, 0.3], [-0.2, 0.0, -0.1], [0.1, 0.1, -0.1], [-0.1, -0.2, 0.2], [-0.3, 0.1, 0.0], [-0.1, 0.0, 0.0], [0.0, 0.0, 0.0], [0.0, 0.0, 0.0], [-0.1, 0.0, 0.1], [0.0, 0.0, 0.1], [0.1, -0.1, 0.0], [0.0, 0.0, -0.1], [0.1, 0.1, -0.1], [-0.1, 0.0, 0.0], [0.0, 0.0, -0.1], [0.1, 0.0, 0.0]],
  "lowdin_charge": [0.141, -0.177, 0.834, -0.133, -0.129, -0.304, -0.020, 0.063, 0.053, 0.072, 0.060, 0.115, 0.101, 0.100, 0.084, 0.083, -0.069, -0.424, -0.205, -0.193, -0.095, 0.043, 0.066, 0.067, 0.082, 0.133, 0.124, 0.124, 0.093, 0.076, 0.091, 0.067, 0.059, -0.056, -0.431, -0.209, -0.199, -0.091, 0.048, 0.069, 0.073, 0.083, 0.112, 0.115, 0.124, 0.097, 0.082, 0.073, 0.058, 0.071, -0.072, -0.428, -0.206, -0.187, -0.101, 0.042, 0.065, 0.074, 0.080, 0.133, 0.093, 0.124, 0.092, 0.075, 0.089, 0.056, 0.069],
  "total_charge": 1,
  "total_energy_ha": -1495.80850,
  "homo_energy_ev": -10.7
}